This record from the OMol25 dataset describes the molecule C21H25BrN2O4S at a distorted geometry. The level of theory is ωB97M-V/def2-TZVPD.

Structure (ORCA input):
```
! RIJCOSX wB97M-V def2-TZVPD def2/J DEFGRID3
* xyz 0 1
C -5.791 0.033 -2.297
O -5.044 0.130 -1.101
C -3.863 -0.519 -1.018
C -3.189 -1.116 -2.084
C -1.915 -1.620 -1.899
C -1.280 -1.544 -0.665
C 0.155 -1.966 -0.553
O 0.594 -2.970 -1.072
N 0.898 -1.094 0.161
C 2.345 -1.204 0.274
C 2.988 -0.585 -0.978
C 4.456 -0.183 -0.837
C 5.320 -1.180 -0.062
C 5.338 -0.904 1.441
C 4.042 -1.254 2.167
C 2.797 -0.577 1.594
C -1.984 -1.032 0.419
C -3.260 -0.547 0.241
S -4.065 0.266 1.618
O -3.312 0.000 2.803
O -5.476 0.071 1.648
N -3.820 1.885 1.168
C -2.537 2.240 0.766
C -1.454 1.908 1.582
C -0.165 2.205 1.188
C 0.048 2.850 -0.021
Br 1.829 3.229 -0.571
C -1.014 3.214 -0.829
C -2.303 2.905 -0.436
H -5.991 -1.008 -2.560
H -5.281 0.532 -3.127
H -6.733 0.539 -2.090
H -3.641 -1.165 -3.061
H -1.383 -2.063 -2.727
H 0.484 -0.219 0.446
H 2.555 -2.278 0.292
H 2.880 -1.308 -1.789
H 2.418 0.305 -1.258
H 4.858 -0.064 -1.845
H 4.525 0.793 -0.354
H 4.980 -2.199 -0.253
H 6.347 -1.104 -0.425
H 6.147 -1.480 1.897
H 5.563 0.154 1.598
H 3.894 -2.336 2.143
H 4.149 -0.962 3.214
H 1.986 -0.696 2.317
H 2.980 0.490 1.461
H -1.571 -1.021 1.415
H -4.560 2.181 0.547
H -1.643 1.411 2.519
H 0.671 1.952 1.822
H -0.837 3.727 -1.763
H -3.136 3.183 -1.065
*
```

Output
Structure (SMILES): COc1ccc(C(=O)NC2CCCCCC2)cc1S(=O)(=O)Nc1ccc(Br)cc1
Frontier orbital gap in eV: 9.334
Energy in Eh: -4197.91437
Energy relative to the best compared isomer or geometry (same formula, charge and spin) in eV: 0.000

Mulliken charges in e:
1. C -1.008
2. O -0.328
3. C 0.981
4. C -0.605
5. C -1.062
6. C 0.080
7. C 0.078
8. O -0.671
9. N 0.315
10. C 0.135
11. C -0.691
12. C -0.701
13. C -0.725
14. C -0.654
15. C -1.006
16. C -0.764
17. C 0.041
18. C -0.278
19. S 1.131
20. O -0.654
21. O -0.675
22. N -0.341
23. C -0.154
24. C -0.099
25. C -0.536
26. C 0.287
27. Br -0.170
28. C -0.781
29. C -0.501
30. H 0.385
31. H 0.362
32. H 0.259
33. H 0.447
34. H 0.470
35. H -0.182
36. H 0.359
37. H 0.346
38. H 0.197
39. H 0.464
40. H 0.275
41. H 0.344
42. H 0.358
43. H 0.351
44. H 0.313
45. H 0.388
46. H 0.336
47. H 0.441
48. H 0.316
49. H 0.803
50. H 0.392
51. H 0.612
52. H 0.523
53. H 0.423
54. H 0.376